[1]
{"formula": "C24H33BrClN5OTeY", "method": "ωB97M-V with the def2-TZVPD basis set", "orbital_gap_ha": 0.271, "charge": 1, "fmax_ev_per_a": 1.10, "e_lumo_ev": -2.95, "de_lowest_kcal_mol": 12.1, "spin_multiplicity": 1, "elements": ["Y", "C", "N", "C", "C", "C", "N", "C", "C", "H", "H", "H", "H", "H", "H", "H", "H", "H", "H", "H", "H", "H", "H", "H", "H", "Br", "C", "C", "C", "C", "C", "C", "N", "N", "C", "C", "C", "C", "O", "C", "N", "C", "C", "C", "C", "H", "H", "H", "H", "H", "H", "H", "H", "H", "Cl", "C", "H", "H", "C", "Te", "C", "H", "H", "H", "H", "H", "H"], "coordinates": [[0.43210, -1.45229, -0.92649], [0.13568, -1.78193, 2.54182], [0.70483, -0.79055, 1.61306], [0.02344, 0.49866, 1.84353], [2.15241, -0.62666, 1.88646], [2.92969, -0.11542, 0.68675], [3.02522, -1.11409, -0.39646], [3.71397, -0.47680, -1.53972], [3.86449, -2.24114, 0.03450], [0.28368, -1.48246, 3.58546], [0.60277, -2.75503, 2.39062], [-0.93765, -1.87559, 2.36849], [0.19590, 0.83721, 2.87168], [-1.04852, 0.39237, 1.69015], [0.39522, 1.25612, 1.15355], [2.54790, -1.58813, 2.21340], [2.28875, 0.06911, 2.72206], [3.93467, 0.18540, 1.01055], [2.44199, 0.77044, 0.27844], [4.72921, -0.18272, -1.24821], [3.15784, 0.39740, -1.86149], [3.77353, -1.17919, -2.36745], [4.80666, -1.88250, 0.46564], [4.09682, -2.85923, -0.82902], [3.36049, -2.86107, 0.77558], [-2.11810, 2.21914, 4.94305], [-2.46252, 3.14976, 3.33596], [-1.39446, 3.62710, 2.58941], [-1.63375, 4.24581, 1.37532], [-2.93923, 4.39873, 0.92263], [-4.00196, 4.00770, 1.72223], [-3.76877, 3.35418, 2.92454], [-3.24836, 5.07419, -0.31648], [-2.64169, 4.80068, -1.36156], [-1.79599, 3.63438, -1.44666], [-0.52116, 3.81909, -1.90359], [0.40732, 2.75929, -1.94587], [0.03916, 1.48953, -1.57498], [0.87736, 0.45686, -1.56967], [-1.31376, 1.26740, -1.17622], [-1.65841, -0.01745, -0.83513], [-2.90537, -0.27143, -0.51020], [-3.91979, 0.69796, -0.54286], [-3.59159, 1.98003, -0.87601], [-2.24538, 2.31941, -1.14824], [-0.38373, 3.51403, 2.95660], [-0.80730, 4.62942, 0.79294], [-5.01312, 4.19818, 1.38418], [-4.59382, 3.01581, 3.53559], [-0.21827, 4.82037, -2.18460], [1.42264, 2.93107, -2.27834], [-3.14324, -1.29486, -0.23867], [-4.93887, 0.41782, -0.31835], [-4.36172, 2.73494, -0.95593], [1.43542, -2.46346, -3.38097], [-0.33867, -2.10612, -2.98999], [-0.90427, -2.98195, -3.30608], [-0.61037, -1.28678, -3.65652], [-0.17498, -5.45337, -1.85401], [0.92283, -4.60430, -0.24850], [2.77845, -5.26497, -1.03278], [0.03806, -6.51831, -1.86783], [0.13876, -4.97828, -2.77878], [-1.23520, -5.29139, -1.67928], [3.03070, -4.68692, -1.91708], [2.64109, -6.31319, -1.28416], [3.54091, -5.17204, -0.26599]], "lowdin_charge": [1.19, -0.09, -0.32, -0.09, -0.18, -0.19, -0.31, -0.09, -0.10, 0.10, 0.05, 0.09, 0.09, 0.08, 0.09, 0.11, 0.14, 0.14, 0.11, 0.10, 0.08, 0.06, 0.11, 0.08, 0.06, 0.75, -0.70, -0.13, -0.02, -0.27, -0.03, -0.11, 0.09, 0.09, -0.24, -0.01, 0.02, -0.33, -0.27, -0.15, 0.03, -0.11, -0.02, 0.02, -0.09, 0.10, 0.12, 0.12, 0.11, 0.13, 0.12, 0.12, 0.12, 0.12, 0.46, -0.64, -0.02, -0.01, -0.43, 1.17, -0.43, 0.01, -0.02, 0.01, 0.00, 0.01, 0.00]}

***

[2]
{"formula": "C24H33F17INO3P", "method": "ωB97M-V with the def2-TZVPD basis set", "orbital_gap_ha": 0.256, "charge": -1, "fmax_ev_per_a": 7.79, "e_lumo_ev": 2.12, "spin_multiplicity": 1, "elements": ["C", "C", "O", "C", "C", "P", "C", "C", "C", "I", "C", "C", "C", "N", "C", "C", "C", "C", "F", "H", "H", "H", "H", "H", "H", "H", "H", "H", "H", "H", "H", "H", "H", "H", "H", "H", "H", "H", "H", "H", "H", "H", "H", "H", "C", "C", "C", "F", "F", "F", "F", "O", "C", "C", "F", "F", "F", "F", "H", "H", "H", "H", "C", "C", "C", "F", "F", "F", "F", "O", "C", "C", "F", "F", "F", "F", "H", "H", "H", "H"], "coordinates": [[-6.35364, -1.17350, 3.96970], [-5.88809, 0.40282, 3.76839], [-4.75776, 0.81062, 4.61652], [-3.51787, 1.00184, 3.84907], [-2.32583, 0.13942, 4.59992], [-0.84194, -0.27887, 3.44283], [-1.47305, -2.06562, 3.20115], [-2.91449, -2.19727, 2.43137], [-3.33764, -3.81350, 2.51372], [-2.88617, -1.68139, 0.30400], [-0.06608, 1.44671, 3.73682], [-0.62954, 2.86552, 3.05057], [0.22368, 4.20417, 3.41272], [1.44304, 4.40347, 4.24642], [1.98137, 3.18580, 4.91623], [1.27275, 1.74239, 4.67623], [0.74246, -0.71380, 2.41647], [1.77748, -1.71180, 3.26767], [0.44975, -1.20300, 1.04930], [-6.38745, -1.69194, 2.90084], [-5.66253, -1.77807, 4.70985], [-7.45062, -1.19331, 4.38165], [-6.82883, 1.05327, 4.11074], [-5.75569, 0.61376, 2.62511], [-3.26922, 2.16363, 3.88498], [-3.58005, 0.70920, 2.71804], [-2.78477, -0.83397, 5.10278], [-1.97026, 0.81500, 5.51583], [-0.14789, -0.75793, 4.64481], [-1.50061, 0.22826, 2.26679], [-1.64071, -2.51118, 4.29572], [-0.72573, -2.79525, 2.67290], [-3.80194, -1.62049, 2.93326], [-3.69788, -3.99107, 3.61380], [-2.37303, -4.44099, 2.24107], [-4.21107, -3.99774, 1.75094], [-1.58448, 2.85972, 2.34355], [-0.20828, 5.20358, 2.91761], [2.96008, 3.26363, 5.59179], [1.77043, 0.80333, 5.20889], [1.35768, 0.29943, 2.28025], [2.78986, -1.77261, 2.66356], [2.06246, -1.22980, 4.31603], [1.29439, -2.75142, 3.50372], [3.07514, -3.97606, -3.48908], [1.95179, -3.87919, -4.53322], [1.92881, -2.58129, -5.33505], [1.75352, -1.49334, -4.55321], [0.89480, -2.58453, -6.21950], [0.75694, -4.10956, -3.92567], [2.12541, -4.91793, -5.41093], [2.71666, -3.64581, -2.14418], [2.74056, -2.25521, -1.82852], [1.35270, -1.69504, -1.49149], [0.47484, -1.87856, -2.51071], [1.40638, -0.35539, -1.26426], [3.35185, -1.58194, -2.83328], [3.55745, -2.13381, -0.74850], [3.36107, -5.03323, -3.43987], [3.98888, -3.46115, -3.80757], [2.85181, -2.45375, -5.90788], [0.94116, -2.17944, -0.60112], [1.39261, 2.02715, -4.74594], [2.74958, 1.72290, -5.39985], [3.95307, 2.35851, -4.71022], [3.88564, 3.70786, -4.69186], [5.10175, 2.04411, -5.36835], [2.69581, 2.05963, -6.71650], [2.91453, 0.36216, -5.37377], [0.63410, 3.08932, -5.33144], [0.97737, 4.40147, -4.89053], [1.56366, 5.27321, -6.00852], [2.67185, 4.71155, -6.55587], [1.94141, 6.49045, -5.53438], [1.79177, 4.30874, -3.81134], [-0.17883, 4.95507, -4.43754], [0.77053, 1.13711, -4.89636], [1.46540, 2.12789, -3.65689], [4.05426, 2.00059, -3.68164], [0.83347, 5.42641, -6.80858]], "lowdin_charge": [-0.12, -0.26, -0.23, -0.26, -0.29, 0.43, -0.39, -0.77, -0.22, 0.71, -0.24, -0.04, -0.16, -0.08, -0.14, -0.06, -0.39, -0.12, -0.21, 0.08, 0.08, 0.06, 0.12, 0.12, 0.12, 0.09, 0.09, 0.10, 0.01, -0.01, 0.10, 0.07, 0.05, 0.07, 0.08, 0.05, 0.08, 0.08, 0.09, 0.06, 0.11, 0.07, 0.06, 0.07, -0.06, -0.43, -0.29, 0.06, 0.09, 0.13, 0.09, 0.04, -0.47, -0.28, 0.08, 0.09, 0.11, 0.14, 0.15, 0.14, 0.17, 0.15, -0.04, -0.42, -0.29, 0.08, 0.09, 0.12, 0.09, 0.03, -0.48, -0.27, 0.08, 0.09, 0.12, 0.14, 0.15, 0.15, 0.18, 0.17]}

***

[3]
{"formula": "C24H33F2NO9P2S2", "method": "ωB97M-V with the def2-TZVPD basis set", "orbital_gap_ha": 0.325, "smiles": "C#C[C@]1(S(=O)(=O)F)OS(=O)(=O)[C@](C#C)(Cc2ccc(C)cc2)[C@](C[C@@H](C)O)(PP(=O)(O)O)[C@]1(F)CCCCCN", "charge": 0, "fmax_ev_per_a": 6.17, "e_lumo_ev": -0.09, "de_lowest_kcal_mol": 59.2, "spin_multiplicity": 1, "elements": ["C", "C", "C", "S", "O", "O", "F", "O", "S", "O", "O", "C", "C", "C", "C", "C", "C", "C", "C", "C", "C", "C", "C", "C", "C", "C", "O", "P", "P", "O", "O", "O", "C", "F", "C", "C", "C", "C", "C", "N", "H", "H", "H", "H", "H", "H", "H", "H", "H", "H", "H", "H", "H", "H", "H", "H", "H", "H", "H", "H", "H", "H", "H", "H", "H", "H", "H", "H", "H", "H", "H", "H", "H"], "coordinates": [[1.62874, -0.48032, 4.34845], [1.35555, 0.12444, 3.34536], [0.96489, 0.83532, 2.05582], [1.89484, 2.48163, 2.25252], [1.55593, 3.45856, 1.27290], [1.44549, 2.92888, 3.53807], [3.47469, 2.22891, 2.40197], [-0.38370, 1.18707, 2.24312], [-1.34153, 1.29112, 0.91466], [-1.09296, 2.55924, 0.28448], [-2.68828, 1.35470, 1.40833], [-1.06671, -0.04424, -0.32133], [-0.71279, 0.71848, -1.59766], [-0.18352, 1.10971, -2.60501], [-2.31854, -0.88366, -0.70894], [-3.59818, -0.08903, -1.06314], [-3.73308, 0.70279, -2.23865], [-4.89238, 1.41137, -2.58088], [-6.04214, 1.37144, -1.75409], [-7.27228, 2.18493, -2.15274], [-5.95700, 0.56308, -0.60390], [-4.77570, -0.14229, -0.27093], [0.19656, -0.92763, 0.20044], [0.70380, -1.66146, -1.09548], [1.24804, -3.11509, -1.11435], [2.21776, -3.71262, -0.07938], [0.17117, -4.08114, -1.29456], [-0.30877, -2.24236, 1.49853], [-1.83424, -1.82116, 2.95064], [-2.00764, -3.15979, 3.59227], [-1.51804, -0.82290, 4.17117], [-3.34185, -1.42103, 2.46014], [1.35398, 0.01458, 0.76728], [1.74932, 0.99075, -0.17231], [2.69877, -0.70798, 1.08527], [3.72402, -0.85112, -0.10106], [4.70453, 0.37523, -0.25197], [4.44612, 1.22814, -1.55001], [4.06144, 2.70971, -1.23045], [5.23910, 3.60817, -1.21531], [1.84300, -0.71657, 5.38699], [0.20967, 1.52895, -3.52038], [-2.12625, -1.42900, -1.66166], [-2.59216, -1.68573, -0.00376], [-2.89123, 0.77886, -2.94702], [-4.93116, 2.03051, -3.49099], [-8.10777, 1.58172, -2.55630], [-7.67241, 2.74142, -1.27577], [-7.03331, 2.96489, -2.90597], [-6.84194, 0.47932, 0.04926], [-4.84356, -0.75407, 0.63596], [-0.09977, -1.75688, -1.86071], [1.37196, -0.93888, -1.61128], [1.79653, -3.19460, -2.08878], [3.29013, -3.47494, -0.23809], [2.18283, -4.81553, -0.23956], [1.99669, -3.58258, 0.99235], [0.11038, -4.30007, -2.23148], [-0.99303, -3.18578, 0.66928], [-1.14535, -1.29620, 4.92787], [-3.69248, -2.24492, 2.07914], [2.48442, -1.64826, 1.62130], [3.32065, -0.12264, 1.80033], [3.31247, -1.19468, -1.06067], [4.39665, -1.67496, 0.23702], [4.74003, 1.00613, 0.65538], [5.73129, -0.04220, -0.36596], [3.57334, 0.78154, -2.06617], [5.32059, 1.24762, -2.23078], [3.55396, 2.78365, -0.24293], [3.34120, 3.09415, -1.97918], [4.96669, 4.53475, -0.88338], [5.85036, 3.26240, -0.47122]], "lowdin_charge": [0.17, -0.10, -0.39, 0.73, -0.22, -0.24, -0.15, -0.17, 0.71, -0.23, -0.22, -0.36, -0.12, 0.17, -0.11, -0.20, -0.04, -0.04, -0.26, -0.06, -0.03, -0.04, -0.41, -0.13, -0.40, -0.07, -0.09, 1.01, 0.29, -0.36, -0.15, -0.18, -0.34, 0.02, -0.11, -0.17, -0.18, -0.18, -0.29, -0.02, 0.07, 0.07, 0.14, 0.08, 0.10, 0.11, 0.08, 0.08, 0.08, 0.12, 0.09, 0.12, 0.11, 0.15, 0.07, 0.09, 0.04, 0.09, 0.00, 0.09, 0.08, 0.09, 0.11, 0.09, 0.11, 0.09, 0.11, 0.09, 0.11, 0.07, 0.11, 0.06, 0.06]}